Entry 1:
105
Properties=species:S:1:pos:R:3:forces:R:3:mulliken_spin:R:1 method="wB97M-V/def2-TZVPD" s_squared=0.75 largest_force_ev_per_a=9.7 total_charge=-1 lumo_energy_ha="0.0613 / 0.0613" spin_multiplicity=2 orbital_gap_ev="3.24 / 7.16"
C 17.609 2.131 5.379 1.057 -0.124 1.140 0.000
C 17.064 3.275 6.263 0.904 -0.531 -0.160 0.000
O 15.801 2.854 6.668 0.530 -0.396 -0.337 -0.001
C 15.443 1.829 5.859 -3.763 -2.342 0.275 0.012
O 14.383 1.216 5.978 3.399 1.915 -0.548 0.000
O 16.420 1.565 4.952 -1.675 -0.597 -0.604 -0.001
F 16.928 4.279 5.367 -0.198 1.313 -0.039 0.000
H 18.175 1.328 5.849 0.137 0.232 0.624 0.000
H 18.241 2.474 4.559 -0.445 0.342 -0.067 0.000
H 17.599 3.596 7.157 0.166 0.086 -0.292 0.000
C 8.665 3.013 1.585 1.392 0.830 -1.213 -0.035
C 9.411 2.925 0.239 0.763 2.279 0.145 0.002
O 8.337 2.994 -0.767 0.451 -1.052 1.956 0.000
C 7.308 2.359 -0.121 -1.405 -0.722 -0.479 0.000
O 6.267 1.988 -0.621 2.083 0.744 0.879 0.000
O 7.670 2.150 1.179 -3.608 -1.061 -0.298 -0.002
F 10.058 1.755 0.196 0.112 -0.969 -0.816 0.000
H 8.346 4.041 1.759 -0.457 0.044 -0.005 -0.007
H 9.098 2.636 2.512 0.609 -0.083 -0.372 0.039
H 10.096 3.721 -0.054 0.005 -0.034 0.242 0.001
C 8.571 -1.129 0.330 -2.739 -0.030 -1.552 0.000
C 9.073 -0.765 1.659 0.520 1.964 0.461 0.000
O 10.420 -1.161 1.501 0.232 0.950 1.477 0.000
C 10.442 -2.173 0.662 2.910 -1.996 -1.670 0.000
O 11.448 -2.807 0.399 -1.688 0.717 0.581 0.000
O 9.258 -2.320 0.062 0.753 -0.656 -0.538 0.000
F 8.525 -1.471 2.639 -0.718 -1.316 1.073 -0.001
H 8.737 -0.376 -0.439 0.562 0.122 0.126 0.000
H 7.519 -1.389 0.209 -0.140 0.265 0.713 0.000
H 9.000 0.272 1.987 0.341 -0.028 -0.496 0.000
C 5.464 -0.470 7.150 -0.968 0.379 -0.134 0.001
C 6.643 -1.401 7.081 1.471 3.025 1.661 0.000
O 7.610 -0.436 6.508 0.400 -2.722 1.385 0.003
C 6.963 0.433 5.774 2.398 1.614 -4.380 0.013
O 7.548 1.075 4.885 -2.064 -1.002 2.599 -0.003
O 5.664 0.363 5.973 -1.034 0.209 0.794 0.000
F 6.403 -2.400 6.296 -0.347 -2.110 -2.533 0.000
H 5.459 0.178 8.027 0.099 -0.251 -0.037 0.000
H 4.505 -0.969 7.016 0.144 -0.048 0.066 0.000
H 7.096 -1.852 7.964 -0.088 0.850 0.383 -0.001
C 12.496 3.606 10.337 1.185 -0.275 0.260 -0.001
C 14.021 3.635 10.264 -0.676 -2.145 2.218 -0.002
O 14.429 4.777 10.939 0.323 0.254 -0.362 0.000
C 13.368 5.580 11.035 -0.351 3.241 0.540 0.000
O 13.413 6.731 11.425 -0.036 -1.906 -0.414 0.000
O 12.266 4.978 10.610 -1.426 0.343 -0.146 0.000
F 14.413 3.613 9.002 1.012 0.224 -1.353 0.000
H 12.156 2.973 11.157 -0.110 0.150 0.040 0.000
H 12.097 3.230 9.395 -0.328 0.506 -0.103 0.011
H 14.454 2.839 10.870 0.284 -0.513 -0.675 -0.001
C 14.316 4.410 1.368 1.686 1.485 -0.994 0.003
C 14.866 3.953 2.707 -0.922 -1.056 -1.115 -0.005
O 13.858 2.998 3.011 -0.355 -0.352 -0.094 0.009
C 12.757 3.206 2.196 -2.506 -1.910 1.319 -0.016
O 11.761 2.517 2.154 2.359 1.184 0.130 0.020
O 12.938 4.304 1.467 -0.728 -0.355 0.021 -0.002
F 14.866 4.942 3.580 -0.269 1.308 1.294 -0.002
H 14.650 3.733 0.582 0.320 0.179 -0.196 0.000
H 14.479 5.463 1.137 0.671 -0.199 -0.031 0.000
H 15.852 3.492 2.776 -0.151 -0.266 -0.458 -0.001
C 14.063 -1.179 9.168 0.667 -0.672 0.090 -0.003
C 12.653 -0.798 8.742 0.986 -1.178 -1.024 -0.028
O 12.077 -0.429 9.946 -4.531 -0.276 -3.218 0.001
C 12.919 -0.087 10.771 2.464 3.069 8.899 0.000
O 12.612 0.564 11.853 2.247 -2.863 -4.942 0.000
O 14.156 -0.634 10.468 -0.518 2.133 1.039 0.000
F 12.003 -1.898 8.303 -0.371 0.041 -0.405 0.000
H 14.832 -0.819 8.484 -0.053 0.329 0.218 0.000
H 14.243 -2.238 9.353 -0.503 -0.254 -0.723 0.000
H 12.627 0.025 8.027 -0.497 -0.024 -0.227 0.031
C 10.534 5.907 3.159 1.502 -1.152 -0.092 0.015
N 9.702 7.081 3.070 -0.348 -0.927 -0.520 -0.002
O 8.592 6.857 2.609 -0.313 1.250 0.166 0.000
O 10.179 8.114 3.476 -0.797 0.456 -0.226 0.001
H 10.271 5.116 2.457 -0.480 0.366 0.080 -0.006
H 10.413 5.511 4.168 0.458 -0.069 0.063 0.013
H 11.542 6.227 2.896 0.065 -0.100 0.654 -0.003
C 11.047 0.762 4.905 -0.288 1.529 0.931 -0.075
N 11.067 2.137 5.561 0.653 -6.561 -0.603 0.601
O 10.943 3.118 4.883 -0.803 5.779 -3.978 0.165
O 11.197 2.168 6.801 0.323 -0.135 3.747 0.157
H 10.921 0.870 3.828 -0.031 0.121 0.138 0.006
H 10.191 0.266 5.361 0.033 -0.402 -0.151 0.042
H 11.975 0.234 5.127 0.084 -0.053 0.112 0.026
C 8.032 3.121 7.888 -0.279 1.010 1.069 0.011
N 8.184 1.989 8.872 1.947 1.668 -0.788 -0.002
O 7.329 1.144 8.885 -0.763 -0.892 0.319 0.001
O 9.186 2.022 9.557 -0.639 -0.494 0.131 0.000
H 7.002 3.453 8.019 -0.203 -0.447 -0.761 -0.001
H 8.390 2.875 6.888 -0.235 -0.371 0.147 0.014
H 8.597 3.970 8.272 0.461 -0.412 -0.077 -0.007
C 13.197 4.910 6.310 -0.744 -0.312 -0.468 -0.022
N 13.464 6.381 6.364 -0.852 -0.470 -1.122 0.001
O 14.577 6.672 6.720 0.499 0.971 0.339 0.001
O 12.597 7.166 5.948 1.207 -1.048 0.810 0.000
H 14.031 4.318 6.686 -0.290 0.630 0.382 -0.003
H 13.084 4.633 5.262 -0.266 0.257 0.003 0.025
H 12.233 4.702 6.775 0.179 -0.110 0.067 0.004
C 13.985 -0.358 2.261 -0.567 -0.021 -0.061 0.004
N 14.946 -1.260 2.948 -1.673 0.501 1.556 0.000
O 14.977 -1.236 4.152 0.006 0.249 1.036 0.000
O 15.609 -1.989 2.288 1.318 -1.069 -1.814 0.000
H 14.671 0.342 1.783 -0.684 0.035 -0.544 0.000
H 13.246 0.119 2.905 0.824 0.197 0.673 -0.002
H 13.326 -0.988 1.664 0.716 0.019 -0.814 0.000



Entry 2:
78
Properties=species:S:1:pos:R:3:forces:R:3:mulliken_spin:R:1 method="wB97M-V/def2-TZVPD" s_squared=6.04 largest_force_ev_per_a=3.6 total_charge=+3 lumo_energy_ha="-0.3416 / -0.2975" spin_multiplicity=5 orbital_gap_ev="6.60 / 7.82"
Mn 0.500 0.325 0.864 -0.409 0.103 0.307 3.853
C 2.600 0.793 2.783 1.213 0.523 1.487 0.006
N 2.481 0.156 1.462 0.644 0.769 -0.352 -0.037
C 3.365 0.895 0.497 0.692 0.457 0.991 0.015
C 2.639 2.155 0.062 0.800 -1.003 0.169 -0.017
N 1.408 2.323 0.433 -0.515 0.088 0.276 0.067
C 1.014 3.539 -0.125 0.769 -0.462 -0.067 0.024
C -0.110 4.282 0.131 -2.887 -1.006 1.899 0.006
C -0.252 5.493 -0.425 -0.366 1.869 -1.476 -0.001
C 0.724 5.980 -1.324 -0.476 -0.233 0.863 0.001
C 1.927 5.350 -1.480 1.179 -0.933 -0.502 0.000
C 2.055 4.058 -0.896 0.108 0.764 0.528 0.000
N 3.122 3.145 -0.701 -1.578 0.398 0.101 0.004
C 1.346 0.536 3.532 -0.090 -0.140 -0.214 0.061
N 0.286 0.161 2.845 -0.870 -0.367 0.670 -0.069
C -0.692 -0.184 3.822 -0.605 0.447 -0.372 0.005
C -2.004 -0.650 3.675 0.789 -0.239 0.648 -0.004
C -2.756 -0.929 4.811 0.754 0.427 -0.425 -0.001
C -2.180 -0.739 6.093 -0.520 0.431 -0.195 0.001
C -0.919 -0.184 6.236 0.646 -0.415 1.116 0.001
C -0.181 0.091 5.090 -0.132 -0.396 -1.073 -0.002
N 1.122 0.526 4.840 0.312 0.264 0.983 0.007
H 3.506 0.437 3.350 -0.849 0.097 -0.556 -0.002
H 2.767 1.869 2.663 -0.233 -0.100 -0.099 -0.001
H 2.858 -0.778 1.569 -0.180 -0.296 -0.251 0.004
H 3.589 0.240 -0.333 0.132 -0.057 -0.272 0.002
H 4.304 1.133 1.075 -0.640 -0.101 -0.952 -0.002
H -0.966 3.946 0.795 1.623 0.238 -0.662 -0.002
H -1.120 6.166 -0.262 0.541 -0.861 0.055 0.000
H 0.445 6.879 -1.818 0.487 0.766 -0.378 0.000
H 2.753 5.809 -2.039 -0.492 -0.302 0.126 0.000
H 3.993 3.130 -1.155 1.129 0.191 -0.571 0.000
H -2.340 -0.892 2.696 -0.599 0.038 -0.654 0.003
H -3.777 -1.246 4.630 0.114 -0.203 0.519 0.000
H -2.753 -0.963 6.997 0.197 0.008 -0.414 0.000
H -0.464 -0.090 7.244 -0.454 0.124 -0.806 0.000
H 1.766 0.826 5.558 0.142 -0.054 -0.071 -0.001
N 0.325 -1.986 0.786 -0.377 0.023 -0.245 0.101
C 1.046 -2.452 -0.409 0.913 -0.367 -0.528 -0.003
C 0.568 -3.811 -0.997 -1.061 1.535 -1.032 0.001
C -0.835 -3.784 -1.672 0.497 0.426 -0.551 0.000
C -0.883 -3.578 -3.212 -1.217 -0.501 1.864 0.000
N -0.455 -4.765 -3.899 1.023 0.918 -0.529 0.000
C 0.686 -4.831 -4.585 0.438 1.262 0.705 0.000
N 0.942 -5.839 -5.391 0.087 0.683 0.223 0.000
N 1.594 -3.838 -4.447 -0.893 -0.699 0.438 0.000
C 1.140 -1.290 -1.435 0.453 -1.388 -0.617 -0.001
O 1.399 -1.523 -2.616 -0.378 0.420 1.290 0.007
O 1.037 -0.098 -0.932 -0.153 0.342 -0.223 -0.016
H 0.435 -2.572 1.615 0.309 0.059 -0.278 0.005
H -0.670 -2.018 0.595 -0.332 -0.116 -0.056 -0.002
H 2.113 -2.599 -0.117 -0.562 0.061 -0.043 -0.003
H 0.441 -4.426 -0.152 0.348 -1.154 0.949 0.000
H 1.268 -4.235 -1.711 0.404 -0.036 0.346 -0.001
H -1.422 -2.973 -1.275 -0.451 0.326 0.451 0.000
H -1.333 -4.707 -1.416 -0.360 -0.255 0.044 0.000
H -0.315 -2.730 -3.424 1.222 0.963 -0.755 0.000
H -1.887 -3.261 -3.512 -0.121 -0.604 -0.011 0.000
H -1.002 -5.575 -3.772 -0.593 -0.992 -0.082 0.000
H 0.296 -6.559 -5.499 -1.288 -1.186 -0.337 0.000
H 1.868 -6.073 -5.622 1.229 -0.103 -0.358 0.000
H 1.556 -3.160 -3.685 -0.133 -0.034 -0.350 0.000
H 2.204 -3.643 -5.201 0.676 0.053 -0.587 0.000
C -3.866 2.222 -1.955 1.401 -0.139 -1.852 -0.001
N -2.990 1.965 -0.831 -0.285 0.277 0.274 0.009
C -3.259 2.480 0.505 -0.744 0.932 -0.076 0.001
C -2.087 1.967 1.300 1.406 -0.900 -0.498 0.004
O -1.721 2.201 2.412 -0.581 0.146 -0.086 0.007
N -1.316 1.106 0.396 -0.407 0.529 0.271 -0.040
C -1.842 1.313 -0.838 0.171 -0.619 -0.207 0.006
N -1.302 0.842 -1.982 0.510 0.340 0.326 0.003
H -4.858 2.121 -1.657 -1.706 -0.244 0.623 0.000
H -3.710 1.533 -2.821 0.023 0.119 1.013 0.000
H -3.752 3.204 -2.408 0.223 0.361 0.383 0.001
H -4.212 2.175 0.944 0.041 -0.586 -0.140 0.000
H -3.388 3.588 0.489 0.674 -0.584 0.067 0.000
H -0.288 0.675 -1.956 -0.551 -0.076 0.115 0.001
H -1.580 1.344 -2.806 -0.233 -0.024 -0.319 0.000



Entry 3:
71
Properties=species:S:1:pos:R:3:forces:R:3:mulliken_spin:R:1 method="wB97M-V/def2-TZVPD" s_squared=3.77 largest_force_ev_per_a=0.4 total_charge=+1 lumo_energy_ha="-0.1443 / -0.1549" de_lowest_kj_mol=61.2 spin_multiplicity=4 orbital_gap_ev="7.41 / 7.58"
Re 0.199 -0.597 -1.240 -0.232 -0.060 -0.079 2.690
O -0.634 -0.885 -3.181 -0.247 0.317 -0.075 0.097
N -1.895 -0.620 -3.296 0.070 -0.037 0.330 0.040
N -2.402 -0.116 -2.258 0.187 0.042 -0.020 0.005
O -1.624 0.192 -1.197 -0.228 -0.019 -0.308 0.052
C -3.822 0.172 -2.158 0.072 -0.004 0.025 -0.006
C -4.325 0.688 -0.975 0.135 -0.063 -0.096 0.002
C -5.684 0.951 -0.891 -0.016 -0.009 0.001 0.002
C -6.516 0.695 -1.968 0.017 -0.020 -0.036 -0.004
C -5.991 0.165 -3.141 -0.045 0.013 0.051 0.002
C -4.639 -0.105 -3.244 0.144 -0.016 -0.187 -0.004
H -3.677 0.867 -0.137 0.139 0.059 0.146 -0.004
H -6.091 1.353 0.027 0.018 0.000 0.008 0.000
H -7.574 0.900 -1.895 -0.008 0.006 -0.003 0.000
H -6.639 -0.041 -3.981 0.003 -0.008 -0.020 0.000
H -4.222 -0.518 -4.152 -0.039 0.018 0.025 -0.001
O -2.033 -2.794 1.083 0.026 0.021 0.009 0.016
C -0.971 -3.075 0.626 0.151 -0.156 -0.099 0.003
N -0.166 -2.235 -0.201 0.148 -0.289 0.241 0.005
C 0.980 -2.862 -0.557 -0.208 0.302 0.039 0.040
O 1.734 -2.133 -1.274 -0.285 -0.266 0.158 -0.014
C 1.026 -4.209 0.012 0.075 0.124 -0.082 -0.013
C 1.956 -5.224 -0.061 0.063 -0.024 -0.036 0.012
C 1.667 -6.400 0.628 -0.003 0.022 -0.016 -0.003
C 0.490 -6.534 1.353 -0.012 0.028 0.006 0.016
C -0.446 -5.499 1.421 -0.072 -0.066 0.057 -0.007
C -0.160 -4.341 0.742 -0.005 0.123 -0.035 0.014
H 2.868 -5.114 -0.631 0.005 -0.002 0.006 0.000
H 2.367 -7.224 0.595 0.010 0.001 0.002 0.000
H 0.296 -7.460 1.877 -0.010 -0.005 0.006 0.001
H -1.364 -5.600 1.983 0.000 -0.012 0.009 0.000
C -1.202 3.099 0.026 0.201 0.125 0.148 -0.009
C -0.179 2.534 1.033 -0.020 -0.069 -0.009 -0.002
C 0.599 3.750 1.572 -0.118 -0.069 0.062 0.003
C -0.977 1.905 2.188 0.001 0.082 -0.017 0.009
Si 1.066 1.202 0.372 0.087 0.014 -0.054 -0.059
C 2.188 1.924 -1.046 -0.130 0.227 0.144 -0.056
C 1.330 2.826 -1.945 0.073 0.071 0.011 0.006
C 2.700 0.804 -1.959 0.227 0.060 0.092 0.133
C 3.377 2.756 -0.535 -0.128 -0.097 -0.161 0.007
C 2.058 0.299 1.782 0.002 -0.035 -0.082 0.031
C 1.203 -0.716 2.554 -0.008 -0.003 -0.001 -0.011
C 2.649 1.287 2.802 -0.016 -0.095 0.000 -0.001
C 3.222 -0.503 1.178 -0.069 -0.039 0.129 0.010
H -1.951 3.665 0.589 0.011 -0.028 -0.007 0.001
H -1.715 2.335 -0.536 -0.187 -0.210 -0.128 0.000
H -0.753 3.795 -0.679 -0.029 -0.044 0.025 -0.001
H -0.117 4.455 2.007 0.007 -0.016 0.010 0.000
H 1.119 4.276 0.776 0.063 0.086 -0.099 0.000
H 1.321 3.499 2.343 0.043 -0.014 0.046 0.000
H -1.736 2.616 2.529 0.013 -0.016 0.001 0.000
H -0.348 1.675 3.045 0.036 -0.029 0.037 0.001
H -1.490 0.991 1.885 -0.050 -0.067 -0.008 0.004
H 0.398 2.344 -2.259 -0.082 -0.025 -0.034 -0.001
H 1.884 3.084 -2.853 0.026 -0.024 0.020 0.002
H 1.065 3.756 -1.451 0.011 0.059 0.001 0.000
H 1.892 0.354 -2.573 -0.018 0.004 -0.107 -0.033
H 3.222 0.004 -1.441 0.021 -0.056 -0.008 -0.008
H 3.384 1.229 -2.703 -0.061 -0.075 -0.054 0.010
H 3.062 3.578 0.107 -0.037 -0.011 -0.012 0.000
H 3.908 3.190 -1.389 -0.004 0.004 -0.004 -0.001
H 4.093 2.160 0.020 0.139 -0.137 0.111 0.001
H 0.385 -0.262 3.102 -0.099 0.044 0.049 -0.001
H 1.839 -1.231 3.282 -0.011 0.032 -0.007 0.001
H 0.781 -1.476 1.897 0.016 -0.004 0.034 0.020
H 1.880 1.767 3.404 -0.036 0.018 0.014 0.000
H 3.254 2.062 2.335 0.067 0.083 -0.049 0.001
H 3.297 0.735 3.490 -0.007 0.010 -0.017 0.003
H 2.891 -1.246 0.454 0.036 0.025 0.028 -0.005
H 3.732 -1.042 1.984 -0.010 0.028 -0.011 0.000
H 3.962 0.125 0.700 0.185 0.172 -0.121 0.002